No. 1
{
  "formula": "C3H10NO",
  "method": "wB97M-V/def2-TZVPD",
  "elements": ["C", "O", "H", "H", "H", "H", "C", "C", "N", "H", "H", "H", "H", "H", "H"],
  "positions_angstrom": [[2.0446, -0.2785, -1.0845], [1.0306, -1.3621, -1.1452], [2.0455, 0.3826, -1.9660], [1.7404, 0.2760, -0.1067], [3.0106, -0.7494, -0.8625], [1.5112, -2.2174, -1.2514], [-1.3152, 0.0421, 1.7397], [-1.4359, 1.0739, -0.2957], [-1.1410, 0.0228, 0.2933], [-1.1948, 1.0612, 2.1256], [-0.4476, -0.6066, 2.0892], [-2.3155, -0.3446, 1.9321], [-1.7881, 1.9853, 0.2522], [-1.2897, 1.1707, -1.4274], [-0.4551, -0.4560, -0.2929]],
  "atomic_forces_ev_per_a": [[-1.12, -0.47, 2.35], [1.10, 0.28, -0.38], [-0.05, -0.51, 0.36], [0.79, -0.39, -1.82], [-0.12, 0.49, -0.39], [-0.77, 0.99, 0.05], [1.87, -1.82, 0.75], [-0.95, 3.62, -3.17], [0.66, 1.20, 0.15], [-0.08, -0.35, -0.18], [-1.58, 0.69, 0.31], [0.33, -0.24, 0.42], [-0.14, -1.09, -0.55], [-0.05, -0.20, 1.75], [0.12, -2.21, 0.36]],
  "homo_ha": -0.547,
  "lumo_energy_ev": -4.98,
  "gap_ev": 9.90,
  "relative_energy_kcal_mol": 48.8,
  "charge": 1
}

***

No. 2
{
  "formula": "C3H10NO",
  "method": "wB97M-V/def2-TZVPD",
  "elements": ["C", "O", "C", "C", "N", "H", "H", "H", "H", "H", "H", "H", "H", "H", "H"],
  "positions_angstrom": [[1.0940, -1.2544, 0.5479], [-0.2174, -0.7071, 0.1542], [2.1155, -0.2610, 0.4708], [2.2759, 0.6694, -0.6198], [-4.0806, 0.6027, -0.3669], [0.9073, -1.5807, 1.5791], [1.0949, -2.1914, -0.0234], [-0.1501, 0.2341, 0.3120], [2.6787, -0.0084, 1.3685], [1.5420, 1.4861, -0.6105], [2.1999, 0.2012, -1.6072], [3.2385, 1.1808, -0.5421], [-4.2626, 1.4647, 0.1071], [-3.5704, -0.0992, 0.1083], [-4.8656, 0.2632, -0.8780]],
  "atomic_forces_ev_per_a": [[-3.35, -1.02, 1.03], [1.73, -0.09, -0.46], [0.01, 1.31, -0.42], [1.09, -0.17, -0.47], [0.37, 0.68, -1.00], [0.67, -0.03, 0.08], [1.03, 0.14, -0.22], [-0.74, 0.53, 0.08], [0.32, -0.57, 0.00], [-0.31, 0.00, 0.16], [-0.43, -0.10, 0.08], [-0.06, 0.02, 0.11], [-0.04, -0.10, 0.41], [0.07, -0.38, 0.67], [-0.36, -0.21, -0.05]],
  "homo_ha": -0.439,
  "lumo_energy_ev": -8.07,
  "gap_ev": 3.87,
  "relative_energy_kcal_mol": 92.4,
  "charge": 1
}

***

No. 3
{
  "formula": "C3H10NO",
  "method": "wB97M-V/def2-TZVPD",
  "elements": ["C", "C", "C", "N", "H", "H", "H", "H", "H", "H", "H", "H", "H", "H", "O"],
  "positions_angstrom": [[-0.2272, -0.7647, 2.4907], [0.6203, -0.7134, 1.2266], [0.0934, -0.0376, 0.1141], [0.8581, -0.0693, -1.1629], [0.3592, -0.6872, 3.4196], [-0.7810, -1.6857, 2.3457], [-0.9844, 0.0496, 2.5651], [1.4034, -1.6400, 1.2948], [-0.6838, 0.6968, 0.3409], [0.2593, 0.6652, -1.6843], [0.6392, -0.9803, -1.4189], [1.8183, 0.0352, -1.0161], [-1.8097, 1.2516, -2.8854], [-0.7109, 2.3935, -2.8960], [-0.8543, 1.4864, -2.7340]],
  "atomic_forces_ev_per_a": [[-0.06, 1.38, -0.38], [-1.35, -1.18, -1.44], [3.03, -1.53, 4.95], [-4.19, 2.17, 1.24], [-0.15, -0.59, -0.44], [-0.02, -0.38, 0.76], [0.53, -0.44, -0.34], [-1.38, 2.80, -0.94], [0.28, -0.12, -0.94], [1.39, -0.81, -0.83], [-0.06, -2.02, -1.80], [1.83, 0.73, -0.05], [1.45, 0.67, 0.15], [-0.10, 1.73, -0.45], [-1.20, -2.41, 0.51]],
  "homo_ha": -0.526,
  "lumo_energy_ev": -3.41,
  "gap_ev": 10.91,
  "relative_energy_kcal_mol": 41.1,
  "charge": 1
}

***

No. 4
{
  "formula": "C3H10NO",
  "method": "wB97M-V/def2-TZVPD",
  "elements": ["C", "O", "H", "H", "H", "H", "C", "C", "N", "H", "H", "H", "H", "H", "H"],
  "positions_angstrom": [[2.6151, 0.8374, 0.7026], [1.1810, 0.8880, 0.6126], [2.9399, 0.2556, -0.1579], [2.9166, 0.2550, 1.5706], [2.9785, 1.8526, 0.7229], [0.6654, 1.6472, 0.8832], [-1.8189, -0.9114, -0.6538], [-1.9002, 0.2170, -1.3138], [-0.7053, -1.1855, 0.2835], [-2.4809, -1.7647, -0.7464], [-1.4378, 1.1119, -0.9029], [-2.4233, 0.3626, -2.2452], [-0.2525, -2.0730, 0.0719], [-1.1268, -1.3148, 1.2091], [-0.0382, -0.3805, 0.3551]],
  "atomic_forces_ev_per_a": [[-0.60, -0.09, 0.11], [-1.32, -1.45, -0.50], [0.14, 0.46, -0.20], [-0.04, 0.34, 0.31], [0.55, 0.03, -0.08], [0.97, 0.65, 0.36], [0.11, -1.05, -0.55], [0.30, 0.94, 0.30], [-1.46, 0.63, 1.14], [0.31, -0.08, -0.50], [0.71, -0.20, -0.50], [-0.82, -0.15, 0.34], [0.26, 0.16, -0.32], [0.33, -0.02, 0.17], [0.57, -0.15, -0.10]],
  "homo_ha": -0.548,
  "lumo_energy_ev": -3.47,
  "gap_ev": 11.43,
  "relative_energy_kcal_mol": 37.5,
  "charge": 1
}

***

No. 5
{
  "formula": "C3H10NO",
  "method": "wB97M-V/def2-TZVPD",
  "elements": ["C", "C", "C", "N", "H", "H", "H", "H", "H", "H", "H", "H", "H", "H", "O"],
  "positions_angstrom": [[0.7330, -1.8080, -0.1165], [0.9747, -0.3362, -0.3238], [1.5054, 0.2216, -1.4410], [0.1794, 0.6634, 0.6093], [1.4916, -2.3021, -0.7646], [-0.2339, -2.1672, -0.3618], [0.7764, -2.0549, 0.9765], [1.5818, 1.3382, -1.5887], [2.0398, -0.3935, -2.1091], [0.7171, 0.8673, 1.5863], [0.1587, 1.6356, 0.1605], [-0.7049, 0.1794, 0.7942], [-2.9648, 1.7908, 0.7125], [-3.2014, 0.3397, 0.6019], [-2.5244, 0.9573, 0.8769]],
  "atomic_forces_ev_per_a": [[1.50, 0.57, 1.40], [-0.89, 1.89, -1.78], [-0.47, 1.22, 2.73], [3.69, 0.22, 1.18], [-0.56, -0.06, 0.92], [-1.11, 0.08, -0.81], [0.73, -0.09, -0.91], [-0.23, -1.42, 0.13], [0.35, -0.59, -0.82], [-1.58, -1.02, -2.71], [-0.75, -1.95, 0.60], [-0.46, 1.25, 0.08], [0.05, 0.58, 0.10], [-0.24, -0.54, 0.01], [-0.04, -0.15, -0.11]],
  "homo_ha": -0.537,
  "lumo_energy_ev": -3.52,
  "gap_ev": 11.09,
  "relative_energy_kcal_mol": 28.9,
  "charge": 1
}

***

No. 6
{
  "formula": "C3H10NO",
  "method": "wB97M-V/def2-TZVPD",
  "elements": ["C", "N", "H", "H", "H", "H", "H", "H", "C", "C", "O", "H", "H", "H", "H"],
  "positions_angstrom": [[-2.1449, -1.4947, 0.4710], [-1.7209, -0.1338, 0.0416], [-1.5141, -1.8388, 1.2867], [-3.1780, -1.5067, 0.8072], [-2.0523, -2.1910, -0.3456], [-1.8842, 0.5275, 0.7968], [-2.1659, 0.1668, -0.8243], [-0.7088, -0.1471, -0.1685], [1.5731, 1.5779, 0.5632], [1.8992, 0.4979, -0.1122], [0.9545, -0.1783, -0.8646], [2.2739, 2.0954, 1.1933], [0.5800, 2.0151, 0.5257], [2.8707, 0.0319, -0.1367], [1.2481, -0.6268, -1.6621]],
  "atomic_forces_ev_per_a": [[-0.32, -0.54, 0.33], [0.23, -0.42, 0.16], [0.09, 0.21, -0.02], [-0.01, 0.28, -0.06], [0.13, -0.05, -0.36], [-0.10, 0.28, -0.16], [-0.31, 0.14, 0.17], [0.42, 0.08, -0.15], [-0.29, 0.20, 0.18], [0.24, -0.23, -0.49], [-1.19, 0.05, 0.23], [0.25, -0.11, 0.04], [0.03, -0.10, -0.16], [0.23, 0.11, 0.14], [0.60, 0.10, 0.13]],
  "homo_ha": -0.492,
  "lumo_energy_ev": -3.47,
  "gap_ev": 9.90,
  "relative_energy_kcal_mol": 20.0,
  "charge": 1
}

***

> Which formula does entry 5 have?

C3H10NO

***

> Number 3 is which compound?

C3H10NO

***

Please write out number 3 again, unchanged.
{
  "formula": "C3H10NO",
  "method": "wB97M-V/def2-TZVPD",
  "elements": ["C", "C", "C", "N", "H", "H", "H", "H", "H", "H", "H", "H", "H", "H", "O"],
  "positions_angstrom": [[-0.2272, -0.7647, 2.4907], [0.6203, -0.7134, 1.2266], [0.0934, -0.0376, 0.1141], [0.8581, -0.0693, -1.1629], [0.3592, -0.6872, 3.4196], [-0.7810, -1.6857, 2.3457], [-0.9844, 0.0496, 2.5651], [1.4034, -1.6400, 1.2948], [-0.6838, 0.6968, 0.3409], [0.2593, 0.6652, -1.6843], [0.6392, -0.9803, -1.4189], [1.8183, 0.0352, -1.0161], [-1.8097, 1.2516, -2.8854], [-0.7109, 2.3935, -2.8960], [-0.8543, 1.4864, -2.7340]],
  "atomic_forces_ev_per_a": [[-0.06, 1.38, -0.38], [-1.35, -1.18, -1.44], [3.03, -1.53, 4.95], [-4.19, 2.17, 1.24], [-0.15, -0.59, -0.44], [-0.02, -0.38, 0.76], [0.53, -0.44, -0.34], [-1.38, 2.80, -0.94], [0.28, -0.12, -0.94], [1.39, -0.81, -0.83], [-0.06, -2.02, -1.80], [1.83, 0.73, -0.05], [1.45, 0.67, 0.15], [-0.10, 1.73, -0.45], [-1.20, -2.41, 0.51]],
  "homo_ha": -0.526,
  "lumo_energy_ev": -3.41,
  "gap_ev": 10.91,
  "relative_energy_kcal_mol": 41.1,
  "charge": 1
}